one) This record from the OMol25 dataset describes 3 unconnected molecules or ions with the total composition CH8NO2. The level of theory is ωB97M-V/def2-TZVPD.

## Properties
2S+1 = 1
net charge = +1
E_LUMO = -4.84 eV
HOMO = -0.5822 hartree
gap between HOMO and LUMO = 11.0068 eV

Last column: Mulliken charge in e.
CARTESIAN COORDINATES (ANGSTROEM)
C -0.0085 -1.0618 1.3625  -0.09
N -0.9573 -1.0611 0.5089  -0.05
H -0.1678 -1.5734 2.3060  0.28
H 0.9867 -0.7316 1.0903  0.31
H -0.9024 -0.4167 -0.3034  0.29
H -1.8137 -1.5176 0.7926  0.28
H -0.6278 1.4136 -1.9638  0.31
H -1.9304 0.7504 -2.1853  0.31
O -1.1567 0.6847 -1.6068  -0.66
H 2.0028 1.8709 0.2831  0.31
H 2.6372 0.7273 -0.4621  0.32
O 1.9380 0.9153 0.1781  -0.63

=====

two) This record from the OMol25 dataset describes 3 unconnected molecules or ions with the total composition CH8NO2. The level of theory is ωB97M-V/def2-TZVPD.

## Properties
2S+1 = 1
net charge = +1
E_LUMO = -5.29 eV
HOMO = -0.5958 hartree
gap between HOMO and LUMO = 10.9217 eV

Last column: Mulliken charge in e.
CARTESIAN COORDINATES (ANGSTROEM)
C 1.0117 -1.4391 -0.0831  -0.03
N 0.8321 -0.4892 -0.9429  -0.19
H 0.2953 -1.7370 0.5789  0.25
H 2.1088 -1.4424 0.2318  0.27
H 1.6004 0.0713 -1.4190  0.31
H -0.0777 0.0887 -0.9314  0.41
H -0.9497 2.0061 0.3050  0.31
H 0.1130 2.6146 -0.6914  0.31
O -0.3338 1.8188 -0.4417  -0.63
H -1.2657 -1.2820 1.4790  0.29
H -1.7818 -0.0048 1.7342  0.28
O -1.1585 -0.3508 1.1681  -0.58

=====

It is one) that is most stable; the runner-up trails by 0.0441 hartree.

=====

one) This record from the OMol25 dataset describes 2 unconnected molecules or ions with the total composition C4H5PS. The level of theory is ωB97M-V/def2-TZVPD.

## Properties
2S+1 = 1
E_LUMO (alpha / beta) = -1.37 / -1.40 eV
HOMO (alpha / beta) = -0.3344 / -0.3240 hartree
gap between HOMO and LUMO (alpha / beta) = 7.7323 / 7.4197 eV

Last column: Mulliken charge in e.
CARTESIAN COORDINATES (ANGSTROEM)
C 1.9176 -0.7805 -0.1344  -0.37
C 0.5410 -0.9764 -0.0503  -0.58
C 2.2970 0.5371 -0.0904  -0.42
C -0.1773 0.1644 -0.1005  0.03
P -3.1475 0.4685 -0.0381  0.02
S 0.8760 1.5368 -0.0976  -0.10
H 2.7305 -1.4583 -0.1732  0.36
H 0.1473 -1.9191 0.0227  0.43
H 3.2427 0.9000 0.0014  0.46
H -3.6274 1.6277 -0.8838  0.08
H -2.5681 1.4107 1.0273  0.08

=====

two) This record from the OMol25 dataset describes C4H5PS in the gas phase. The level of theory is ωB97M-V/def2-TZVPD.

## Properties
2S+1 = 1
E_LUMO = -0.88 eV
HOMO = -0.2845 hartree
gap between HOMO and LUMO = 6.8646 eV

Last column: Mulliken charge in e.
CARTESIAN COORDINATES (ANGSTROEM)
C -1.3354 -0.3036 -0.3098  0.00
C -0.6605 -1.0611 -1.2206  -0.30
C 1.6625 0.3092 -0.3260  -0.44
C -1.1225 0.5466 0.7802  -0.52
P 0.4455 0.4909 1.3843  0.25
S 0.8346 -0.4329 -1.5685  0.01
H -2.4001 -0.4526 -0.5481  0.25
H -1.0346 -1.7371 -1.9857  0.36
H 1.7266 1.4669 -0.4449  0.24
H 0.8974 -0.3966 2.2890  0.08
H 0.9865 1.5703 1.9500  0.06

=====

It is one) that is most stable; the runner-up trails by 0.0773 hartree.

=====

one) This record from the OMol25 dataset describes a molecular structure, C8H18I2NOP2SV. The level of theory is ωB97M-V/def2-TZVPD.

## Properties
2S+1 = 3
net charge = +2
E_LUMO (alpha / beta) = -9.73 / -11.11 eV
HOMO (alpha / beta) = -0.5830 / -0.5874 hartree
gap between HOMO and LUMO (alpha / beta) = 6.1358 / 4.8718 eV

Last column: Mulliken charge in e.
CARTESIAN COORDINATES (ANGSTROEM)
I -0.0063 -2.2937 -0.9345  0.21
I -0.0325 1.9246 -2.2007  0.10
V 0.0036 0.2335 -0.1533  -0.49
P -2.3298 -0.0876 -0.3254  0.90
C -3.2738 1.4179 0.1011  -1.24
C -2.9948 -0.6318 -1.9242  -1.01
H -3.9653 -1.1176 -1.7627  0.41
H -3.9119 -1.5102 0.8228  0.43
H -2.3085 -1.3513 -2.3839  0.34
H -2.3234 -2.3137 0.6694  0.38
H -3.0328 2.2430 -0.5880  0.39
H -3.1077 0.2190 -2.6023  0.37
C -2.8284 -1.3622 0.8783  -1.13
H -4.3527 1.1936 0.0579  0.44
H -2.5437 -1.0499 1.8893  0.28
H -2.9905 1.7154 1.1235  0.37
P 2.3476 0.0242 -0.2921  1.06
C 3.2103 1.5502 0.1555  -1.28
C 2.8563 -1.2420 0.9175  -1.15
H 2.4429 -1.3137 -2.3607  0.33
H 4.0510 -0.8750 -1.6945  0.42
H 3.0734 0.3254 -2.6081  0.37
C 3.0293 -0.5082 -1.8927  -1.05
H 2.3846 -2.2092 0.7002  0.36
H 3.9445 -1.3500 0.8638  0.44
H 4.2931 1.3834 0.1034  0.44
H 2.9432 1.8492 1.1766  0.39
H 2.5649 -0.9570 1.9354  0.29
H 2.9341 2.3690 -0.5188  0.39
C 0.0222 2.0496 0.5449  0.43
O -0.0592 3.0112 1.2111  -0.17
S -0.0155 -0.6724 4.4679  -0.13
C -0.0173 -0.4492 2.9003  0.47
N -0.0069 -0.2143 1.7231  -0.36

=====

two) This record from the OMol25 dataset describes a molecular structure, C8H18I2NOP2SV. The level of theory is ωB97M-V/def2-TZVPD.

## Properties
2S+1 = 3
net charge = +2
E_LUMO (alpha / beta) = -9.65 / -9.67 eV
HOMO (alpha / beta) = -0.5989 / -0.6056 hartree
gap between HOMO and LUMO (alpha / beta) = 6.6434 / 6.8123 eV

Last column: Mulliken charge in e.
CARTESIAN COORDINATES (ANGSTROEM)
I 0.2767 -0.8598 -4.0839  0.16
I -0.2438 1.5010 -2.4625  0.17
V -0.0193 0.1235 0.4164  -0.77
P -2.2061 -0.1711 -0.1180  1.25
C -3.1689 1.3200 0.2820  -1.32
C -2.8096 -0.6755 -1.7347  -1.07
H -3.8943 -0.7677 -1.6842  0.40
H -4.0114 -1.4072 0.7933  0.44
H -2.3445 -1.6141 -2.0318  0.37
H -2.5054 -2.3732 0.7782  0.44
H -2.9160 2.1104 -0.4270  0.41
H -2.5619 0.0839 -2.4760  0.32
C -2.9385 -1.3968 1.0048  -1.37
H -4.2221 1.0460 0.1803  0.46
H -2.7346 -1.1444 2.0504  0.44
H -2.9684 1.6633 1.3026  0.41
P 2.2076 -0.0910 -0.1089  1.45
C 3.1225 1.4265 0.3031  -1.37
C 2.9784 -1.2978 1.0138  -1.41
H 2.4080 -1.5200 -2.0147  0.34
H 3.9250 -0.6308 -1.6751  0.41
H 2.5559 0.2015 -2.4488  0.37
C 2.8384 -0.5608 -1.7237  -1.11
H 2.5787 -2.2878 0.7860  0.44
H 4.0522 -1.2761 0.8085  0.44
H 4.1853 1.1908 0.2016  0.44
H 2.9064 1.7574 1.3244  0.42
H 2.7638 -1.0545 2.0590  0.43
H 2.8416 2.2106 -0.4036  0.41
C -0.0483 2.0020 0.4058  0.31
O -0.0528 3.1289 0.0967  -0.23
S 0.0158 -1.2101 2.2761  -0.29
C -0.0005 -0.0231 3.4660  0.63
N -0.0101 0.5956 4.5082  -0.41

=====

It is one) that is most stable; the runner-up trails by 0.0733 hartree.